[1]
Below is a 2-piece molecular cluster, C8H8F3O2P overall in a non-equilibrium geometry, with properties calculated with wB97M-V/def2-TZVPD.

```
22
Properties=species:S:1:pos:R:3
C -2.5936 1.6802 0.4078
C -2.5060 0.4847 1.1055
C -1.6812 2.0002 -0.5854
C -1.5177 -0.4336 0.7922
C -0.6777 1.0930 -0.8879
C -0.6353 -0.1359 -0.2292
C 1.0124 -2.5820 0.2657
C 3.0552 0.2460 0.3538
O 0.5980 -1.5598 -2.2828
O 0.3202 1.2724 -1.7701
F 3.2323 -0.3016 1.5773
F 4.1976 0.1185 -0.3370
F 2.7950 1.5575 0.5194
P 0.6703 -1.1934 -0.8766
H -3.3791 2.3790 0.6512
H -3.2112 0.2667 1.8920
H -1.7438 2.9452 -1.1054
H -1.4456 -1.3695 1.3244
H 1.7433 -3.2231 -0.2197
H 1.4113 -2.2070 1.2027
H 0.1007 -3.1491 0.4456
H 0.2548 2.1116 -2.2435
```

Properties
**E_LUMO (spin up / spin down)**: -0.68 / -0.62 eV
**HOMO energy (spin up / spin down)**: -7.97 / -9.14 eV
**Electronic energy**: -1101.01370 hartree
**Gap between HOMO and LUMO (spin up / spin down)**: 7.291 / 8.521 eV
**Net charge**: 0

Mulliken atomic charge list, values in e, 8 entries: -0.471 -0.692 -0.758 -0.197 0.444 0.446 -1.056 0.417

---

[2]
Below is a 2-piece molecular cluster, C5H14 overall in a non-equilibrium geometry, with properties calculated with wB97M-V/def2-TZVPD.

```
19
Properties=species:S:1:pos:R:3
C -1.1411 -1.4454 -0.6632
C -1.3261 -0.0227 -0.0329
C -2.7480 0.3399 0.4625
H -0.1061 -1.6888 -0.2880
H -1.1155 -1.2879 -1.7401
H -1.7245 -2.2725 -0.3355
H -0.5860 -0.1192 0.7793
H -1.0142 0.8084 -0.7035
H -3.1793 -0.3562 1.1958
H -2.5190 1.2736 0.9872
H -3.4605 0.3266 -0.3667
C 1.9326 0.9027 -0.4610
C 2.7494 0.1649 0.6628
H 1.9868 0.3519 -1.3997
H 0.9203 1.2398 -0.2689
H 2.4757 1.8421 -0.5964
H 3.7581 0.5917 0.7394
H 2.8738 -0.8890 0.4197
H 2.2235 0.2401 1.6092
```

Properties
**E_LUMO**: 1.12 eV
**HOMO energy**: -10.99 eV
**SMILES**: CCC.CC
**Electronic energy**: -198.85392 hartree
**Gap between HOMO and LUMO**: 12.108 eV
**Net charge**: 0

Mulliken atomic charge list, values in e, 8 entries: -1.001 0.026 -1.297 0.197 0.266 0.384 0.195 0.241

---

[3]
Below is a 2-piece molecular cluster, C4H7FO2S overall in a non-equilibrium geometry, with properties calculated with wB97M-V/def2-TZVPD.

```
15
Properties=species:S:1:pos:R:3
C -1.3081 0.7268 -0.6224
C -0.5946 -0.4986 -0.0332
C 0.6339 0.0148 0.5677
C 1.9681 -0.0297 -0.2085
H -2.4142 0.7760 -1.0656
H -1.3766 1.5740 0.0953
H -0.7500 1.4542 -1.2772
H -0.5611 -1.2661 -0.7966
H -2.1756 -0.1286 1.2152
H 0.7012 -0.8741 1.3847
H 1.3560 -1.8448 -0.1945
O -1.1026 -1.1866 1.1109
O 2.3214 -1.3022 -0.3795
F 0.4369 1.2668 1.0636
S 2.8654 1.3180 -0.8598
```

Properties
**E_LUMO**: -0.92 eV
**HOMO energy**: -8.83 eV
**Electronic energy**: -804.91910 hartree
**Gap between HOMO and LUMO**: 7.902 eV
**Net charge**: 0

Mulliken atomic charge list, values in e, 8 entries: -1.619 0.394 -0.172 0.229 0.328 0.475 0.337 0.444